# C4H4O3S

C4H4O3S in the gas phase in a non-equilibrium geometry (ωB97M-V/def2-TZVPD, the OMol25 dataset).

Properties
SMILES string: O=C(OC=S)[C@@H]1CO1
E_HOMO: -9.26 eV
Total charge: 0
LUMO: -0.44 eV
Gap between HOMO and LUMO: 8.828 eV
Energy above the lowest of the compared OMol25 structures with the same formula, charge and spin: 211.69 kJ/mol

```
12
Properties=species:S:1:pos:R:3:forces:R:3:nbo_charge:R:1
C 2.2760 0.3955 -0.1876 1.1239 0.4633 0.5036 0.014
C 0.0079 0.8507 -0.1601 0.1018 0.6649 0.0030 0.768
C -1.3081 0.1715 -0.1531 -0.0527 0.7716 -0.1887 -0.068
C -1.4390 -1.1338 0.4644 -1.0175 -1.0942 0.4974 -0.093
H 2.2697 1.5031 -0.0768 0.3693 -0.8295 -0.2460 0.214
H -2.1446 0.8560 -0.2014 -0.0319 0.0682 0.1067 0.216
H -2.4506 -1.3958 0.8731 1.1392 0.1865 -0.3379 0.199
H -0.5653 -1.6454 0.8884 -0.4266 0.2995 -0.1377 0.212
O 1.0220 -0.0785 -0.2386 -0.3469 -0.1175 -0.1150 -0.504
O 0.1742 2.0368 -0.0916 -0.0725 -0.5928 0.0023 -0.534
O -1.4089 -0.9757 -0.9521 -0.0491 -0.4592 0.0416 -0.445
S 3.5667 -0.5843 -0.1645 -0.7369 0.6393 -0.1293 0.020
```
Positions in Å, forces in eV/Å.

=====

# C19H49O9Sr

A molecular structure, C19H49O9Sr in a non-equilibrium geometry (ωB97M-V/def2-TZVPD, the OMol25 dataset).

Properties
Expectation value of S²: 0.750
E_HOMO (alpha / beta): -5.85 / -9.22 eV
Total charge: 0
Spin multiplicity: 2
LUMO (alpha / beta): -0.39 / -1.06 eV
Gap between HOMO and LUMO (alpha / beta): 5.459 / 8.162 eV

```
78
Properties=species:S:1:pos:R:3:forces:R:3:lowdin_spin:R:1
Sr 16.7498 -12.2884 -3.7911 0.5806 -0.4146 -0.8403 0.761
O 19.0666 -13.4377 -7.2656 0.5888 0.0368 -0.6400 0.004
C 18.3624 -13.2012 -6.1936 -1.6775 0.3010 2.9282 0.013
O 18.8720 -13.0185 -5.0721 1.4368 0.2824 0.8514 0.057
O 17.1181 -13.1446 -6.3063 -1.3758 0.2517 -0.5649 0.056
H 18.3170 -13.3193 -7.8536 0.0952 -0.4006 -1.7374 0.001
C 19.3769 -12.5993 -10.9492 0.9108 -0.9375 -0.5755 0.000
C 19.8300 -11.9643 -12.2764 0.4468 1.3701 0.2718 0.000
C 20.7802 -10.7680 -12.0041 -1.1401 -0.0296 -0.0430 0.000
O 20.5611 -12.7937 -13.1838 -0.3291 -0.3491 0.7799 0.000
H 18.7514 -13.4496 -11.2210 0.0125 -0.2510 0.2868 0.000
H 18.8115 -12.0055 -10.2311 0.0222 0.5640 -0.5649 0.000
H 20.2686 -12.9343 -10.4192 0.0258 -0.3290 0.0983 0.000
H 18.8976 -11.6728 -12.7598 0.0466 0.4890 -0.3674 0.000
H 21.3947 -10.4656 -12.8521 0.0216 -0.4797 -0.0440 0.000
H 21.3881 -11.0028 -11.1303 0.1912 0.1089 -0.1478 0.000
H 20.1652 -9.8931 -11.7935 0.0031 0.0860 0.3636 0.000
H 20.0652 -13.6062 -13.3084 -0.0170 -0.2274 -0.0946 0.000
C 14.0176 -15.2654 -5.8785 -0.3106 -0.3017 0.5025 0.011
C 13.2419 -16.0721 -4.8352 0.4651 -0.6661 -0.0187 0.002
C 14.0269 -17.3542 -4.5028 -0.0997 -0.4394 0.1664 0.001
O 12.9415 -15.3911 -3.6137 0.0499 0.2066 -0.5360 0.019
H 13.4966 -14.3642 -6.2015 -0.0671 -0.0893 -0.0807 0.001
H 14.1678 -15.9641 -6.7015 0.0641 0.3783 -0.3141 0.000
H 15.0025 -14.9866 -5.5040 0.1872 0.0412 0.0621 0.011
H 12.2735 -16.3278 -5.2651 -0.0549 -0.0811 0.0730 0.000
H 14.3256 -17.9845 -5.3404 -0.1931 0.3303 -0.4475 0.000
H 13.4619 -18.0287 -3.8594 -0.1656 0.2435 0.1830 0.000
H 14.9603 -17.1337 -3.9849 0.0273 0.2985 0.1357 0.001
H 13.7343 -14.9038 -3.3780 0.0997 0.0866 0.2426 0.024
C 23.6309 -11.0858 -7.5781 0.0472 -0.7418 -0.3547 0.000
C 22.2384 -11.5496 -7.1634 -0.9426 1.4287 -0.1693 0.000
C 21.2054 -10.6064 -7.7492 -0.0620 0.8089 -0.6934 0.000
O 21.8300 -12.8712 -7.5397 1.3172 0.3748 0.2922 0.000
H 24.3998 -11.7856 -7.2508 0.0410 0.0427 -0.0030 0.000
H 23.8581 -10.0948 -7.1850 -0.2228 -0.0992 0.4162 0.000
H 23.7145 -10.9452 -8.6557 -0.0903 -0.3835 -0.1775 0.000
H 22.1303 -11.3327 -6.1007 0.2947 -0.9533 0.5316 0.000
H 21.4018 -10.4305 -8.8068 -0.1190 -0.1924 -0.1982 0.000
H 21.2497 -9.6171 -7.2939 0.0065 0.0338 0.2282 0.000
H 20.1862 -10.9807 -7.6521 -0.0066 -0.0523 0.1213 0.000
H 20.9391 -12.9572 -7.1927 -0.2096 -0.2378 -0.1248 0.000
C 21.8802 -14.3498 -4.2245 0.4513 0.8716 -0.0102 0.001
C 21.4504 -13.5372 -2.9969 0.2089 -0.8129 -0.7996 0.001
C 21.5844 -12.0195 -3.0907 0.6764 0.0819 0.3903 0.002
O 20.1164 -13.8911 -2.7400 -0.9674 0.1355 0.5814 0.022
H 21.6750 -15.4012 -4.0230 -0.0803 0.0678 -0.1839 0.000
H 22.9481 -14.2254 -4.4039 0.1070 -0.0729 -0.0949 0.000
H 21.3603 -13.9818 -5.1091 -0.0755 -0.2823 -0.0796 0.000
H 22.0263 -14.0135 -2.2035 0.1217 0.7989 0.5341 0.000
H 22.6383 -11.7650 -3.2040 0.1015 0.1845 0.2300 0.000
H 21.1717 -11.5522 -2.1967 0.3139 -0.1273 0.3160 0.001
H 21.0769 -11.4800 -3.8904 -0.2594 -0.7409 -0.5043 0.001
H 19.6832 -13.6191 -3.5525 -0.4637 -0.2090 -0.3541 0.004
C 16.2552 -12.9064 -9.7655 -0.8557 -0.7773 0.1559 0.000
C 14.9833 -13.3970 -9.0805 -0.5764 0.3368 0.3280 0.000
C 13.9152 -12.2947 -8.9012 0.0510 -0.8533 -0.0089 0.001
O 14.4657 -14.5525 -9.7772 0.1226 0.6491 0.2995 0.000
H 15.9653 -12.4466 -10.7103 0.3188 0.1943 -0.0830 0.000
H 16.7992 -13.8274 -9.9750 0.4326 0.2576 -0.0654 0.000
H 16.8205 -12.2190 -9.1362 -0.0383 0.0619 -0.0934 0.000
H 15.2166 -13.7572 -8.0786 0.1772 -0.1143 -0.0513 0.000
H 12.9877 -12.7546 -8.5600 -0.0262 -0.0776 0.1471 0.000
H 13.6648 -11.7857 -9.8319 0.2630 0.1886 -0.0858 0.000
H 14.2250 -11.5893 -8.1302 0.0824 0.1660 -0.2007 0.001
H 13.9024 -14.2226 -10.4812 -0.0880 -0.0710 -0.2009 0.000
C 21.0625 -16.2238 -8.5658 -1.0822 -1.9623 0.2488 0.000
C 22.3083 -16.4606 -7.7202 -0.4398 2.4311 -0.8027 0.000
C 23.0455 -17.7541 -7.8728 0.4579 -0.1019 -0.3301 0.000
O 23.1686 -15.3766 -8.1574 0.7085 -0.9923 0.6853 0.000
H 21.1747 -16.4625 -9.6234 0.3280 0.1617 -0.0245 0.000
H 20.5648 -15.2604 -8.4546 0.6055 0.2459 0.1300 0.000
H 20.3240 -16.9265 -8.1800 -0.4516 -0.2623 -0.1537 0.000
H 21.9706 -16.2852 -6.6988 0.3546 -0.0682 0.4472 0.000
H 23.3587 -17.8008 -8.9159 -0.1283 -0.4377 -0.1149 0.000
H 22.5041 -18.6438 -7.5514 -0.3478 0.1321 -0.3018 0.000
H 23.9712 -17.7781 -7.2978 -0.0151 0.3888 0.1659 0.000
H 22.6286 -14.5865 -8.0821 0.1142 0.5022 0.0873 0.000
```
Positions in Å, forces in eV/Å.

=====

# C3H14O5

5 unconnected molecules or ions with the total composition C3H14O5 in a non-equilibrium geometry (ωB97M-V/def2-TZVPD, the OMol25 dataset).

Properties
SMILES string: C/C=C/O.O.O.O.O
E_HOMO: -9.12 eV
Total charge: 0
LUMO: 0.53 eV
Gap between HOMO and LUMO: 9.656 eV
Energy above the lowest of the compared OMol25 structures with the same formula, charge and spin: 218.34 kJ/mol

```
22
Properties=species:S:1:pos:R:3:forces:R:3:nbo_charge:R:1
C 2.8472 -0.6400 0.6291 -1.0376 0.5609 1.4469 -0.638
C 1.6273 0.2875 0.2224 0.4581 -1.1575 3.3622 -0.390
C 0.5931 0.4068 1.1336 -0.5696 3.1706 -3.7382 0.198
O -0.3175 1.5141 1.1020 0.5097 -1.3850 -0.0496 -0.737
H 3.4531 -0.0228 1.3609 -0.7527 -0.9654 -0.4029 0.222
H 2.5632 -1.6598 1.0908 0.5149 1.6835 -0.7760 0.219
H 3.5314 -0.7223 -0.1896 0.1123 -0.6055 -0.7206 0.216
H 1.9037 0.8956 -0.6169 -0.4910 0.9459 0.1140 0.226
H 0.2383 -0.3888 1.6916 -0.1062 -1.3662 1.6827 0.181
H -1.2614 1.3179 1.3964 1.8199 -0.6716 -0.4286 0.526
H -0.9100 -2.3606 0.4154 0.5333 -0.4108 0.3058 0.453
H -0.9182 -1.6129 -1.0381 -1.5558 -1.6676 2.1750 0.512
O -1.5357 -2.1828 -0.2797 1.2705 1.4360 -2.5903 -1.010
H -2.2521 -1.1904 0.7861 -0.1467 -1.3098 -1.8402 0.497
H -3.4552 -0.4851 1.6174 2.2948 -0.5245 -0.6023 0.478
O -2.4600 -0.5810 1.4727 -2.4381 2.4882 2.7440 -1.019
H -0.0388 2.8035 -1.1663 -0.4212 -0.6544 -0.1289 0.486
H 0.3359 2.9002 -2.6281 -1.2241 -1.2966 0.8818 0.471
O -0.2278 2.3389 -2.0062 1.6586 1.6777 -0.6970 -0.953
H 0.8556 -0.8740 -0.9537 -1.2255 -0.1612 -1.4358 0.497
H 0.0503 0.0123 -1.9319 0.0439 -1.2073 0.1008 0.511
O 0.2284 -0.9565 -1.7570 0.7525 1.4207 0.5972 -0.946
```
Positions in Å, forces in eV/Å.

=====

Calculated total energy readings, ordered: -778.6636, -1461.1559, -498.8255 Ha